Molecular formula: C26H31N3O3S
Method: DFT, ωB97M-V/def2-TZVPD

```
! wB97M-V def2-TZVPD RIJCOSX def2/J DEFGRID3
* xyz 0 1
C 2.449 -5.572 3.855
C 1.138 -5.431 3.148
C 0.675 -4.262 2.655
C 1.469 -3.016 2.715
O 2.528 -2.933 3.307
N 0.911 -1.970 2.037
C 1.472 -0.688 1.896
C 1.567 -0.161 0.612
C 2.103 1.100 0.397
C 2.566 1.831 1.484
C 2.431 1.323 2.761
C 1.871 0.073 3.000
C 1.684 -0.413 4.400
H 2.421 -1.183 4.626
H 0.698 -0.861 4.518
H 1.795 0.404 5.108
H 2.762 1.913 3.604
H 3.016 2.798 1.321
C 2.283 1.633 -0.988
O 3.388 1.892 -1.431
N 1.157 1.767 -1.733
C -0.193 1.775 -1.224
H -0.215 1.401 -0.202
C -0.748 3.212 -1.263
N -0.701 3.769 -2.597
C -1.827 3.596 -3.422
C -1.776 2.859 -4.603
C -2.902 2.709 -5.389
C -4.098 3.277 -5.000
C -4.166 4.051 -3.849
C -3.025 4.241 -3.070
C -3.077 5.180 -1.899
H -3.583 4.731 -1.043
H -3.628 6.078 -2.170
H -2.073 5.470 -1.602
C -5.465 4.697 -3.468
H -5.405 5.780 -3.583
H -5.716 4.485 -2.430
H -6.270 4.334 -4.102
H -4.984 3.137 -5.602
H -2.846 2.131 -6.300
H -0.856 2.394 -4.917
C 0.630 3.685 -3.158
H 0.609 4.039 -4.189
C 1.249 2.280 -3.084
H 2.305 2.319 -3.356
H 0.727 1.584 -3.749
H 1.266 4.362 -2.574
H -1.774 3.203 -0.900
H -0.136 3.838 -0.601
H -0.814 1.131 -1.859
H 1.235 -0.755 -0.229
H 0.193 -2.194 1.361
S -0.960 -4.117 1.944
C -1.654 -5.652 2.611
C -0.666 -6.772 2.338
O 0.512 -6.634 3.097
H -1.083 -7.741 2.630
H -0.423 -6.796 1.268
H -2.601 -5.820 2.103
H -1.817 -5.528 3.682
H 2.470 -4.956 4.750
H 2.584 -6.618 4.118
H 3.265 -5.236 3.220
*
```

Computed properties:
**Structure (SMILES)**: CC1=C(C(=O)Nc2cc(C(=O)N3CCN(c4cccc(C)c4C)CC3)ccc2C)SCCO1
**Frontier orbital gap**: 8.2 eV
**Molar mass**: 465.62 Da
**DFT total energy**: -1797.555953 a.u.